1.
{"formula": "C25H17Br2N4O2OsS", "method": "ωB97M-V/def2-TZVPD", "charge": 3, "homo_lumo_gap_ev": [5.19, 5.19], "lumo_energy_ev": [-12.14, -12.14], "e_homo_ev": [-17.3, -17.3], "symbols": ["Os", "O", "S", "O", "N", "C", "C", "C", "C", "C", "C", "C", "C", "N", "C", "C", "C", "C", "C", "C", "C", "H", "H", "H", "H", "H", "H", "H", "H", "H", "H", "H", "Br", "C", "C", "C", "N", "C", "C", "C", "C", "C", "Br", "C", "C", "N", "H", "H", "H", "H", "H", "H"], "xyz": [[-1.1031, 1.9586, 0.3860], [-2.6294, 1.3913, -0.8797], [-1.9678, 0.1342, -1.4556], [-2.3387, -1.1164, -0.8831], [-0.4593, 0.6484, -0.9500], [0.5683, -0.1727, -0.4133], [1.0200, -1.4818, -0.9910], [1.5807, -2.2212, -0.0437], [2.8746, -0.8363, 1.9011], [2.4131, 0.5458, 2.2873], [2.7309, 1.3791, 3.2985], [2.0024, 2.5974, 3.3844], [0.9353, 2.8786, 2.5300], [0.5638, 2.0735, 1.5343], [1.3591, 0.8744, 1.3347], [-2.1115, 0.1476, -3.1653], [-1.9435, 1.3457, -3.8661], [-2.1019, 1.3250, -5.2361], [-2.4238, 0.1313, -5.8809], [-2.5916, -1.0495, -5.1687], [-2.4383, -1.0559, -3.7930], [0.9558, -1.7275, -2.0420], [2.0946, -3.1601, -0.1991], [3.1897, -1.3978, 2.7790], [3.4890, 1.1436, 4.0348], [2.2369, 3.3212, 4.1540], [0.3556, 3.7827, 2.6747], [-1.7175, 2.2699, -3.3511], [-1.9899, 2.2364, -5.8064], [-2.5547, 0.1277, -6.9550], [-2.8549, -1.9630, -5.6832], [-2.5862, -1.9588, -3.2170], [-3.0675, -3.0499, 4.1505], [-2.5125, -1.6074, 3.1354], [-3.3632, -0.5282, 2.9083], [-2.9104, 0.5115, 2.1344], [-1.6695, 0.5156, 1.6050], [-0.8250, -0.5323, 1.8066], [-1.2294, -1.5963, 2.5765], [0.5095, -0.4218, 1.1393], [1.5625, -1.5452, 1.3152], [4.0703, -0.6843, 0.9863], [5.4234, -1.9079, 1.1752], [4.1092, 0.1799, -0.0889], [2.9222, 0.6438, -0.6638], [1.7318, 0.7688, -0.0833], [-4.3646, -0.5023, 3.3146], [-3.5410, 1.3605, 1.9014], [-0.5836, -2.4444, 2.7445], [1.2824, -2.2528, 2.0915], [4.9890, 0.1902, -0.7183], [2.9089, 0.7311, -1.7490]], "atomic_forces_ev_per_a": [[1.466, 0.149, 0.983], [-0.022, -0.121, -0.221], [-0.119, 0.214, 0.068], [0.014, -0.008, -0.003], [0.204, -0.221, -0.105], [-0.627, 0.036, -0.157], [-0.129, 0.098, -0.309], [0.695, 0.315, 0.206], [0.289, -0.017, 0.224], [0.040, -0.077, -0.017], [0.085, -0.157, -0.014], [-0.488, -0.016, -0.426], [0.297, 0.405, 0.707], [-1.282, -0.279, -1.249], [0.039, 0.463, 0.153], [0.000, -0.002, 0.026], [0.005, 0.018, 0.005], [0.001, -0.003, 0.018], [0.000, 0.001, -0.003], [0.001, -0.004, 0.010], [0.003, -0.016, 0.000], [-0.071, -0.026, -0.019], [-0.167, -0.103, -0.038], [0.086, 0.007, -0.037], [0.002, 0.002, 0.002], [0.009, -0.004, 0.033], [0.037, -0.004, -0.046], [-0.001, 0.004, -0.004], [0.000, 0.003, 0.002], [0.000, 0.001, -0.002], [0.000, -0.002, 0.003], [-0.005, 0.002, 0.002], [-0.001, -0.001, 0.000], [0.032, 0.018, -0.020], [0.020, -0.040, -0.010], [0.069, -0.001, 0.011], [-0.082, -0.056, 0.047], [-0.014, 0.062, -0.070], [-0.040, -0.066, 0.066], [-0.179, -0.317, 0.103], [-0.165, -0.069, 0.280], [-0.391, -0.301, -0.613], [0.094, 0.189, 0.204], [0.268, -0.046, 0.092], [-0.132, -0.296, 0.286], [0.229, 0.247, -0.179], [0.000, -0.005, 0.001], [0.005, -0.002, 0.021], [0.006, -0.002, -0.010], [-0.044, -0.036, -0.040], [0.043, 0.083, 0.052], [-0.077, -0.018, -0.014]]}

2.
{"formula": "C11H17AlBCl30O3", "method": "ωB97M-V/def2-TZVPD", "charge": -1, "homo_lumo_gap_ev": 5.98, "lumo_energy_ev": 1.60, "e_homo_ev": -4.4, "symbols": ["C", "B", "O", "Al", "O", "O", "H", "H", "H", "H", "H", "H", "H", "C", "Cl", "Cl", "Cl", "H", "C", "Cl", "Cl", "Cl", "H", "C", "Cl", "Cl", "Cl", "H", "C", "Cl", "Cl", "Cl", "H", "C", "Cl", "Cl", "Cl", "H", "C", "Cl", "Cl", "Cl", "H", "C", "Cl", "Cl", "Cl", "H", "C", "Cl", "Cl", "Cl", "H", "C", "Cl", "Cl", "Cl", "H", "C", "Cl", "Cl", "Cl", "H"], "xyz": [[4.1460, -1.7747, 0.3915], [2.9543, -0.7128, 0.8151], [3.2774, 0.3833, 1.7422], [1.0942, -1.0282, -0.0661], [0.4382, -2.6439, 0.6619], [1.4203, -1.1978, -1.9199], [3.7726, -2.3913, -0.5193], [5.0703, -1.1167, 0.1220], [4.3705, -2.4449, 1.3022], [2.8804, 1.1962, 1.3342], [0.1880, 0.2355, 0.2797], [0.4431, -2.6161, 1.6445], [1.9639, -0.4407, -2.2471], [-0.8798, -5.5440, -1.2285], [-1.7853, -6.6307, -0.1609], [0.6776, -6.2606, -1.6672], [-1.8232, -5.1701, -2.6795], [-0.6905, -4.6125, -0.6914], [-4.1491, -4.7771, 2.8059], [-4.6378, -5.7588, 4.1968], [-4.8594, -3.1590, 2.9076], [-2.3869, -4.6774, 2.7031], [-4.5186, -5.2574, 1.9007], [0.0209, 0.3024, -4.8350], [0.2703, 0.8453, -6.5027], [0.8626, 1.3674, -3.7021], [-1.7066, 0.2342, -4.4582], [0.4347, -0.7005, -4.7337], [1.2567, -0.0644, 4.5511], [1.6641, -0.2703, 2.8352], [-0.4383, 0.4335, 4.7334], [1.5641, -1.5583, 5.4592], [1.8897, 0.7210, 4.9618], [6.3578, -2.6244, 4.3104], [6.7939, -2.8524, 2.6113], [4.6689, -2.1151, 4.4627], [6.6441, -4.1112, 5.2295], [6.9905, -1.8398, 4.7233], [-6.0174, 0.6274, -4.6206], [-7.5647, 0.3876, -3.7939], [-5.7205, 2.3497, -4.9010], [-4.6950, -0.0844, -3.6864], [-6.0635, 0.1262, -5.5865], [-1.7771, 1.8193, 8.2827], [-2.2675, 0.8462, 9.6780], [-2.4929, 3.4363, 8.3701], [-0.0144, 1.9242, 8.1860], [-2.1412, 1.3313, 7.3791], [-4.1519, 5.5035, -6.9323], [-5.6576, 5.2833, -6.0273], [-2.9702, 6.3984, -5.9659], [-3.4903, 3.9386, -7.4301], [-4.3719, 6.0831, -7.8278], [2.8383, 3.8460, 5.7249], [2.3242, 5.1315, 6.8281], [3.3050, 2.3984, 6.6313], [1.5530, 3.4701, 4.5681], [3.7074, 4.1972, 5.1703], [0.1729, 3.9373, -9.0394], [0.5959, 5.0387, -10.3598], [0.4388, 2.2553, -9.5233], [1.1059, 4.3218, -7.5864], [-0.8847, 4.0654, -8.8116]], "atomic_forces_ev_per_a": [[-0.144, 0.600, 0.310], [2.102, 0.024, -0.365], [3.786, 1.406, -5.158], [-0.692, -1.317, -1.117], [0.325, 0.991, 0.103], [0.284, 0.768, 0.908], [0.852, 0.947, 1.638], [-1.264, -1.375, 0.429], [-0.117, 0.834, -1.529], [0.273, -1.105, 0.716], [-0.512, 0.282, -0.147], [-0.014, 0.044, -1.141], [-0.741, -1.060, 0.563], [0.161, 0.233, 0.047], [0.034, -0.022, -0.117], [-0.174, 0.068, 0.058], [0.031, -0.026, 0.093], [0.066, -0.091, -0.024], [0.287, 0.080, -0.099], [-0.044, -0.010, -0.072], [0.005, -0.149, -0.040], [-0.295, 0.050, 0.047], [0.078, 0.110, 0.215], [0.079, -0.131, 0.314], [-0.026, -0.058, 0.049], [-0.142, 0.089, -0.292], [0.344, 0.036, -0.146], [-0.079, 0.227, 0.108], [-0.631, -0.532, -0.518], [-3.449, -0.878, 4.743], [-0.259, 0.156, 0.266], [-0.025, 0.048, 0.195], [-0.179, -0.210, -0.068], [-0.165, 0.164, -0.115], [0.084, 0.030, 0.246], [0.332, -0.078, -0.016], [0.043, 0.067, 0.020], [-0.137, -0.213, -0.089], [0.184, -0.032, 0.079], [0.055, -0.007, -0.099], [-0.079, -0.352, 0.009], [-0.384, 0.011, -0.062], [-0.006, 0.126, 0.232], [0.151, -0.036, -0.080], [-0.002, 0.044, -0.114], [0.017, -0.111, -0.037], [-0.188, 0.002, -0.009], [0.115, 0.102, 0.190], [0.056, 0.053, 0.034], [0.131, 0.237, -0.197], [-0.117, -0.075, -0.145], [-0.039, 0.116, -0.004], [0.041, -0.145, 0.220], [-0.104, 0.017, -0.145], [0.080, -0.072, -0.069], [0.024, 0.098, -0.052], [0.201, 0.071, 0.129], [-0.197, -0.099, 0.150], [0.046, -0.026, 0.178], [-0.080, -0.043, 0.046], [-0.064, 0.180, -0.050], [-0.165, -0.024, -0.175], [0.246, -0.032, -0.046]]}

3.
{"formula": "C27H38N6OPtS", "method": "ωB97M-V/def2-TZVPD", "charge": 0, "homo_lumo_gap_ev": 5.09, "lumo_energy_ev": -1.03, "e_homo_ev": -6.1, "symbols": ["Pt", "C", "C", "N", "C", "S", "N", "N", "C", "C", "C", "C", "C", "C", "C", "N", "H", "H", "H", "H", "H", "H", "H", "H", "H", "H", "H", "H", "H", "C", "C", "C", "C", "C", "C", "C", "C", "C", "C", "C", "C", "O", "H", "H", "H", "H", "H", "H", "H", "H", "H", "H", "H", "H", "H", "H", "H", "H", "H", "C", "C", "C", "C", "N", "N", "C", "H", "H", "H", "H", "H", "H", "H", "H"], "xyz": [[0.1412, -0.0148, -0.0426], [2.5409, 2.5131, 4.7191], [3.3050, 1.3679, 4.0605], [3.2310, 1.4194, 2.6015], [2.1530, 0.9412, 1.9431], [2.3574, 0.6583, 0.2172], [1.0536, 0.7137, 2.6094], [0.0383, 0.2239, 1.8851], [-1.0920, -0.0911, 2.4662], [-1.3327, 0.2539, 3.8990], [-2.0227, -0.7890, 1.6266], [-3.2299, -1.3328, 2.0810], [-3.9793, -2.1351, 1.2561], [-3.5207, -2.3948, -0.0340], [-2.3692, -1.7688, -0.4557], [-1.6465, -0.9729, 0.3274], [2.5598, 2.4073, 5.8045], [1.5079, 2.4982, 4.3813], [2.9831, 3.4728, 4.4517], [2.8854, 0.4174, 4.3998], [4.3560, 1.4057, 4.3447], [4.0889, 1.3872, 2.0787], [-1.9323, 1.1646, 3.9699], [-0.3747, 0.4417, 4.3753], [-1.8547, -0.5458, 4.4232], [-3.5517, -1.1124, 3.0887], [-4.9184, -2.5538, 1.5908], [-4.0630, -3.0516, -0.6975], [-2.0144, -1.8967, -1.4708], [-3.2309, 1.0459, -2.5390], [-4.0977, 1.8955, -1.6122], [-4.7099, 1.0229, -0.5110], [-3.4259, 3.1034, -0.9723], [-4.2752, 4.1765, -0.7409], [-3.8547, 5.3386, -0.1223], [-2.5269, 5.4258, 0.2552], [-1.6241, 4.3921, 0.0531], [-0.2328, 4.6358, 0.6096], [0.9317, 4.1062, -0.2193], [-0.1917, 4.0864, 2.0419], [-2.0431, 3.1620, -0.5701], [-1.2134, 2.1849, -0.8225], [-3.8487, 0.2756, -3.0130], [-2.4425, 0.5613, -1.9740], [-2.7822, 1.6594, -3.3222], [-4.9226, 2.2890, -2.2155], [-3.9326, 0.7114, 0.1857], [-5.1771, 0.1302, -0.9389], [-5.4649, 1.5803, 0.0444], [-5.3109, 4.0976, -1.0611], [-4.5425, 6.1560, 0.0538], [-2.1711, 6.3379, 0.7257], [-0.1044, 5.7218, 0.6726], [0.8823, 3.0310, -0.3201], [1.8760, 4.3632, 0.2706], [0.9262, 4.5511, -1.2171], [-0.4157, 3.0195, 2.0387], [-0.9366, 4.5935, 2.6576], [0.7962, 4.2393, 2.4851], [-0.1894, 1.8210, -5.0692], [0.0902, 0.7513, -4.0732], [0.5233, -0.5563, -4.2365], [0.5880, -1.1082, -2.9497], [0.2113, -0.1825, -2.0755], [-0.0703, 0.9349, -2.7576], [1.0041, -2.4736, -2.5197], [0.2413, 1.5563, -6.0318], [0.2303, 2.7715, -4.7409], [-1.2643, 1.9558, -5.2008], [0.7561, -1.0528, -5.1627], [-0.4738, 1.7195, -2.2084], [1.1736, -3.1069, -3.3876], [0.2417, -2.9286, -1.8864], [1.9242, -2.4219, -1.9360]], "atomic_forces_ev_per_a": [[1.078, -0.620, -0.172], [0.134, -0.067, -0.119], [-0.226, 0.213, 0.155], [-0.259, -0.360, 0.180], [0.296, 0.028, -0.981], [-0.561, 0.052, 0.169], [0.089, 0.349, 0.954], [-0.639, -0.626, 0.127], [1.273, 0.996, 0.494], [-0.077, -0.202, -0.046], [-1.052, -0.684, -1.020], [0.586, 0.474, 0.360], [-0.061, -0.249, -0.650], [-0.320, 0.020, 0.539], [0.161, 0.099, -0.364], [-0.288, 0.068, 0.601], [0.024, 0.001, -0.001], [-0.060, 0.060, 0.025], [-0.023, 0.023, 0.012], [0.094, -0.021, -0.016], [0.019, -0.050, -0.077], [0.027, 0.103, -0.012], [-0.029, -0.010, -0.033], [-0.052, -0.016, 0.051], [-0.004, 0.005, 0.016], [-0.019, -0.046, 0.003], [0.028, -0.022, 0.077], [0.012, 0.051, -0.072], [0.072, 0.102, 0.021], [-0.275, -0.023, 0.040], [0.248, -0.098, 0.154], [-0.055, -0.031, -0.229], [0.321, 0.050, -0.046], [-0.019, 0.090, 0.089], [-0.099, 0.082, 0.006], [-0.094, -0.036, -0.006], [-0.039, -0.205, -0.246], [-0.023, -0.311, 0.071], [0.027, 0.152, 0.061], [0.163, 0.138, -0.110], [-0.538, 0.725, -0.258], [-0.032, 0.076, 0.086], [-0.007, 0.040, -0.065], [0.067, -0.002, -0.040], [0.057, -0.037, 0.012], [-0.002, -0.013, 0.020], [0.068, -0.033, 0.081], [-0.037, -0.024, 0.054], [0.022, -0.014, 0.053], [0.004, -0.040, -0.015], [0.022, 0.016, -0.034], [0.030, -0.016, 0.016], [-0.065, -0.015, 0.038], [0.001, -0.122, -0.045], [0.020, 0.048, -0.060], [0.025, -0.031, -0.025], [0.020, -0.101, 0.006], [0.002, -0.042, 0.041], [0.012, -0.057, 0.077], [-0.059, 0.031, 0.060], [0.106, -0.187, 0.242], [-0.026, -0.099, 0.008], [-0.022, -0.052, -0.240], [-0.051, 0.167, 0.170], [0.301, -0.055, -0.729], [0.050, 0.123, 0.071], [0.021, 0.017, -0.009], [-0.002, 0.014, -0.037], [0.007, 0.010, -0.002], [0.015, 0.006, -0.018], [-0.387, 0.298, 0.524], [-0.016, -0.022, 0.008], [0.017, -0.054, -0.002], [0.001, -0.035, 0.009]]}

| no. | E (hartree) |
| --- | --- |
| 1 | -6968.07068 |
| 2 | -14728.13002 |
| 3 | -1972.96496 |